1.
{
  "formula": "C9H8N2NiO4Se",
  "method": "ωB97M-V with the def2-TZVPD basis set",
  "multiplicity": 3,
  "e_tot_ha": -4667.25141,
  "largest_force_ev_per_a": 9.665,
  "homo_energy_ev": [-16.065, -17.031],
  "relative_energy_kcal_mol": 26.2,
  "charge": 2,
  "species": ["O", "C", "Ni", "O", "C", "C", "O", "C", "O", "C", "N", "C", "C", "N", "C", "C", "Se", "H", "H", "H", "H", "H", "H", "H", "H"],
  "coordinates": [[2.0341, 1.2548, -0.9126], [1.1185, 0.5763, -0.6558], [-0.3774, -0.2213, -0.1005], [2.0941, -1.5381, 0.8253], [1.1254, -1.0470, 0.3965], [-1.0827, -1.4482, -1.2065], [-1.7000, -1.9972, -2.0130], [-0.9192, -0.6411, 1.5185], [-1.2091, -0.8526, 2.6176], [-1.2503, 2.9453, 2.3042], [-0.6675, 3.5005, 1.0915], [0.1660, 4.6068, 1.0533], [0.4820, 4.8278, -0.2476], [-0.1560, 3.8501, -0.9941], [-0.0969, 3.7750, -2.4448], [-0.8957, 3.0470, -0.1758], [-1.9564, 1.6025, -0.6787], [-0.5281, 2.3345, 2.8619], [-2.1065, 2.3156, 2.0446], [-1.5716, 3.7766, 2.9484], [0.4246, 5.1258, 1.9624], [1.0872, 5.5803, -0.7153], [-0.3461, 4.7620, -2.8599], [0.9061, 3.4974, -2.7922], [-0.8111, 3.0230, -2.7923]],
  "mulliken_spin": [-0.010, 0.064, 0.699, -0.029, 0.143, 0.029, -0.016, 0.060, -0.022, -0.003, 0.020, 0.025, 0.017, 0.031, -0.008, -0.044, 1.029, 0.000, 0.001, 0.001, 0.004, 0.001, -0.001, -0.001, 0.010]
}


2.
{
  "formula": "C9H8N2O",
  "method": "ωB97M-V with the def2-TZVPD basis set",
  "smiles": "Cn1cnc2ccccc2c1=O",
  "e_tot_ha": -532.44220,
  "largest_force_ev_per_a": 5.091,
  "homo_energy_ev": -8.342,
  "relative_energy_kcal_mol": 53.1,
  "species": ["C", "N", "C", "N", "C", "C", "C", "C", "C", "C", "C", "O", "H", "H", "H", "H", "H", "H", "H", "H"],
  "coordinates": [[-3.2641, 0.0250, -0.0850], [-1.8487, -0.3843, -0.2876], [-1.3728, -1.4416, 0.3777], [-0.1783, -1.8340, 0.0975], [0.7766, -0.9211, -0.1257], [2.1361, -1.2944, -0.2676], [3.0584, -0.2436, -0.0703], [2.6602, 1.1023, 0.2262], [1.3317, 1.5633, 0.0953], [0.3460, 0.4559, 0.0567], [-1.0226, 0.7759, -0.0467], [-1.4967, 1.9182, -0.0859], [-3.8809, -0.7575, -0.2140], [-3.4205, 1.0882, -0.4690], [-3.2557, 0.2962, 0.9702], [-2.0326, -2.1632, 0.8780], [2.4105, -2.3297, -0.4465], [4.2267, -0.4911, -0.0502], [3.4363, 1.8813, 0.3171], [0.7826, 2.5273, 0.0679]],
  "lowdin_charge": [-0.005, -0.012, -0.158, 0.111, -0.236, -0.014, -0.079, -0.102, 0.035, -0.075, -0.387, 0.045, 0.046, 0.122, 0.095, 0.146, 0.108, 0.143, 0.096, 0.121]
}


3.
{
  "formula": "C9H8N2O2",
  "method": "ωB97M-V with the def2-TZVPD basis set",
  "smiles": "O=C1NCC=Nc2c(O)cccc21",
  "e_tot_ha": -607.74546,
  "largest_force_ev_per_a": 2.574,
  "homo_energy_ev": -8.564,
  "relative_energy_kcal_mol": 27.9,
  "species": ["O", "C", "N", "C", "C", "N", "C", "C", "O", "C", "C", "C", "C", "H", "H", "H", "H", "H", "H", "H", "H"],
  "coordinates": [[2.7543, 0.2480, 1.2940], [1.6087, 0.5406, 0.9797], [1.0576, 1.6869, 1.5477], [-0.3817, 1.8252, 1.6028], [-0.9915, 2.1009, 0.2258], [-1.0108, 1.2635, -0.7136], [-0.3518, 0.0234, -0.6492], [-0.9748, -0.8925, -1.5335], [-1.9497, -0.4330, -2.3745], [-0.5825, -2.2375, -1.5256], [0.4844, -2.6408, -0.7614], [1.2061, -1.6954, 0.0021], [0.7533, -0.3443, 0.1298], [1.7257, 2.1347, 2.1506], [-0.7285, 2.5717, 2.3868], [-0.9105, 0.9102, 1.8990], [-1.6035, 3.0266, 0.0708], [-1.9895, 0.4951, -2.2119], [-1.1038, -2.9310, -2.2127], [0.9448, -3.6559, -0.8500], [2.0436, -1.9964, 0.5433]],
  "lowdin_charge": [0.058, -0.413, 0.071, -0.159, -0.103, 0.084, -0.151, -0.233, 0.067, -0.017, -0.069, -0.004, -0.056, 0.139, 0.138, 0.124, 0.123, 0.062, 0.129, 0.123, 0.088]
}


4.
{
  "formula": "C9H8N2O4",
  "method": "ωB97M-V with the def2-TZVPD basis set",
  "e_tot_ha": -757.82941,
  "largest_force_ev_per_a": 6.311,
  "homo_energy_ev": [-8.513, -8.513],
  "relative_energy_kcal_mol": 263.1,
  "species": ["C", "C", "C", "C", "C", "C", "C", "C", "C", "N", "N", "O", "O", "O", "O", "H", "H", "H", "H", "H", "H", "H", "H"],
  "coordinates": [[-0.6400, 2.5950, -1.0721], [-1.0163, 2.7035, 0.2205], [-0.1536, 1.3902, -1.6482], [-1.0693, 1.4978, 0.9457], [-0.1572, 0.2433, -0.9229], [-0.6582, 0.2654, 0.4118], [-0.4799, -0.8182, 1.2520], [0.4721, -2.6050, 0.1887], [1.7496, -2.6079, 0.3548], [-1.0245, -1.2023, 2.3558], [-0.6246, -3.3058, -0.3314], [-1.5163, -0.4451, 3.1948], [-0.7773, -2.4923, 2.8949], [-0.6803, -3.3190, -1.5384], [-1.4348, -3.7580, 0.4577], [-0.5439, 3.5006, -1.5812], [-1.2147, 3.5511, 0.8380], [0.3030, 1.2849, -2.6476], [-1.3581, 1.7118, 1.9744], [0.3080, -0.5718, -1.2885], [2.3273, -3.5627, 0.0456], [-1.0962, -3.0433, 2.1050], [2.4112, -1.8908, 0.7465]],
  "lowdin_charge": [-0.079, -0.069, -0.052, -0.006, -0.035, -0.185, 0.081, -0.062, 0.067, -0.299, -0.393, 0.027, 0.056, 0.127, 0.073, 0.084, 0.106, 0.120, 0.110, 0.059, 0.118, 0.088, 0.064]
}


5.
{
  "formula": "C9H8N2O4S2",
  "method": "ωB97M-V with the def2-TZVPD basis set",
  "smiles": "O=C(O)Cc1sc(/C=C2\\NC(=O)CS2)nc1O",
  "e_tot_ha": -1554.65840,
  "largest_force_ev_per_a": 2.349,
  "homo_energy_ev": -7.708,
  "species": ["O", "C", "O", "C", "C", "S", "C", "C", "C", "N", "C", "O", "C", "S", "N", "C", "O", "H", "H", "H", "H", "H", "H", "H", "H"],
  "coordinates": [[3.7009, -2.2719, -0.2612], [4.1909, -1.3965, 0.4316], [5.1734, -1.6530, 1.3126], [3.7052, 0.0360, 0.3199], [2.1798, 0.1604, 0.3296], [1.2816, 0.9079, 1.6159], [-0.1522, 0.6147, 0.6729], [-1.4406, 1.1181, 1.1512], [-2.6296, 0.9215, 0.4790], [-2.7555, 0.3203, -0.7564], [-3.9902, 0.3907, -1.3184], [-4.2095, 0.0948, -2.4654], [-5.0530, 0.7740, -0.3117], [-4.1702, 1.3914, 1.1669], [0.0028, -0.0097, -0.4771], [1.3272, -0.3382, -0.6113], [1.7222, -1.0081, -1.7158], [5.3151, -2.6255, 1.2464], [4.1168, 0.6275, 1.1765], [4.0609, 0.4873, -0.5777], [-1.4763, 1.5670, 2.1241], [-1.9357, 0.0695, -1.2909], [-5.6294, -0.0880, -0.0488], [-5.7408, 1.5572, -0.7227], [2.4063, -1.6474, -1.4693]],
  "lowdin_charge": [0.085, -0.476, 0.123, -0.077, -0.460, 1.092, -0.576, -0.126, -0.555, 0.116, -0.530, 0.095, -0.330, 0.979, 0.114, -0.430, 0.081, 0.146, 0.128, 0.122, 0.082, 0.137, 0.078, 0.108, 0.075]
}


6.
{
  "formula": "C9H8N2S",
  "method": "ωB97M-V with the def2-TZVPD basis set",
  "e_tot_ha": -855.35165,
  "largest_force_ev_per_a": 1.799,
  "homo_energy_ev": [-8.047, -7.568],
  "relative_energy_kcal_mol": 69.2,
  "species": ["C", "C", "C", "C", "C", "C", "C", "C", "C", "N", "N", "S", "H", "H", "H", "H", "H", "H", "H", "H"],
  "coordinates": [[3.0994, -0.3462, -0.0125], [2.5795, 0.9294, -0.1500], [2.2366, -1.4226, 0.1310], [1.2154, 1.1385, -0.1379], [0.8702, -1.2297, 0.1427], [0.3380, 0.0545, 0.0146], [-3.8501, 0.7239, -0.2824], [-3.8117, -0.6518, -0.1483], [-1.6640, 1.2936, 0.3465], [-2.9164, 1.5877, 0.0782], [-1.0099, 0.2542, -0.0845], [-2.4483, -1.6302, -0.0085], [4.1690, -0.5002, -0.0218], [3.2399, 1.7760, -0.2742], [2.6329, -2.4223, 0.2297], [0.8127, 2.1291, -0.2839], [0.1897, -2.0589, 0.2564], [-4.8107, 1.1855, -0.4923], [-4.7478, -1.1845, -0.0426], [-1.1546, 2.0466, 0.9584]],
  "lowdin_charge": [-0.098, -0.090, -0.085, -0.030, -0.046, -0.297, -0.238, -0.531, -0.247, 0.064, -0.020, 0.857, 0.100, 0.104, 0.104, 0.104, 0.063, 0.104, 0.050, 0.133]
}